Record 1
DFT (the ωB97M-V functional and the def2-TZVPD basis) results for a molecular structure, C5H10O2.

Cartesian coordinates (Å):
C: -1.711 -1.637 -0.825
O: -0.519 -0.878 -0.937
C: -0.362 0.041 0.114
C: 0.214 -0.553 1.430
O: 1.541 -0.036 1.042
C: 1.020 0.671 0.042
C: 1.664 1.474 -0.928
H: -1.712 -2.270 0.078
H: -2.601 -0.988 -0.798
H: -1.761 -2.282 -1.708
H: -1.212 0.727 0.215
H: 0.246 -1.644 1.511
H: -0.122 -0.065 2.350
H: 0.363 2.124 1.128
H: 1.282 1.417 -1.948
H: 0.955 2.191 0.007
H: 2.716 1.708 -0.774

Results
Total charge: 0
Frontier orbital gap, eV: 7.882
HOMO level, eV: -7.17
Relative energy (zero: lowest compared OMol25 entry of this formula, charge and spin), kJ/mol: 721.4

These are the Mulliken partial charges, in e, on atoms 1 to 8: C -0.7108; O -0.3096; C 0.1541; C -0.4222; O -0.3262; C -0.1845; C -0.8319; H 0.2743


Record 2
DFT (the ωB97M-V functional and the def2-TZVPD basis) results for a gas-phase ion, C5H10O2 (charge +1) in a non-equilibrium geometry.

Cartesian coordinates (Å):
C: 0.466 -0.328 1.639
O: 0.045 -1.386 2.492
C: 0.521 -0.858 0.183
C: 0.838 0.175 -0.890
C: -0.281 1.187 -1.157
C: -1.581 0.391 -1.510
O: -2.664 0.821 -1.680
H: -0.094 0.629 1.732
H: 1.459 0.017 1.966
H: -0.437 -0.893 3.159
H: 1.372 -1.537 0.232
H: -0.473 -1.308 0.157
H: 1.790 0.721 -0.811
H: 1.072 -0.507 -1.727
H: -0.478 1.749 -0.245
H: -0.165 1.831 -2.034
H: -1.391 -0.705 -1.507

Results
Total charge: +1
Frontier orbital gap (alpha / beta), eV: 8.183 / 4.257
Multiplicity: 2
HOMO level (alpha / beta), eV: -14.05 / -14.01
Relative energy (zero: lowest compared OMol25 entry of this formula, charge and spin), kJ/mol: 192.3
Expectation value of S²: 0.76

These are the Mulliken partial charges, in e, on atoms 1 to 8: C -0.6689; O -0.4767; C -0.2526; C -0.6647; C -0.2884; C 0.1222; O -0.0706; H 0.3479


Record 3
DFT (the ωB97M-V functional and the def2-TZVPD basis) results for a gas-phase ion, C5H10O2P (charge -1) in a non-equilibrium geometry.

Cartesian coordinates (Å):
C: 0.469 -2.121 -0.383
C: 0.344 -0.739 0.135
P: -1.274 -0.166 0.130
O: -2.453 -0.815 0.774
O: -2.071 0.645 -1.525
C: -0.526 1.354 0.931
C: 0.758 1.610 0.131
C: 1.454 0.243 0.127
H: 1.457 -2.677 0.089
H: 0.546 -2.398 -1.523
H: -0.324 -2.769 -0.069
H: -2.664 -0.082 -1.913
H: -0.375 0.979 1.877
H: -1.096 2.191 0.994
H: 1.163 2.461 0.764
H: 0.429 2.079 -0.892
H: 2.053 -0.075 1.130
H: 2.110 0.281 -0.777

Results
Total charge: -1
Frontier orbital gap, eV: 6.744
HOMO level, eV: -2.57
Relative energy (zero: lowest compared OMol25 entry of this formula, charge and spin), kJ/mol: 262.7

These are the Mulliken partial charges, in e, on atoms 1 to 8: C -1.2280; C 0.3030; P 0.6211; O -0.7778; O -0.7546; C -1.1875; C -0.4847; C -0.3669


Record 4
DFT (the ωB97M-V functional and the def2-TZVPD basis) results for 2 unconnected molecules or ions with the total composition C5H10O2S in a non-equilibrium geometry.

Cartesian coordinates (Å):
O: -2.055 0.396 1.521
C: -2.466 0.670 0.247
O: -3.622 0.865 0.019
C: -1.403 0.752 -0.766
C: -0.212 0.003 -0.768
C: -0.367 -1.543 -0.810
S: 2.443 -0.505 0.397
C: 3.983 0.214 -0.212
H: -1.089 0.371 1.513
H: -1.734 1.206 -1.695
H: -1.272 -1.813 -1.349
H: 0.507 0.332 -1.519
H: 0.353 0.176 0.215
H: -0.501 -1.882 0.217
H: 0.485 -2.100 -1.175
H: 4.008 0.147 -1.292
H: 4.811 -0.380 0.163
H: 4.065 1.234 0.125

Results
Total charge: 0
Frontier orbital gap, eV: 4.531
HOMO level, eV: -7.83
Relative energy (zero: lowest compared OMol25 entry of this formula, charge and spin), kJ/mol: 450.1

These are the Mulliken partial charges, in e, on atoms 1 to 8: O -0.4655; C 0.4230; O -0.5081; C -0.1040; C -0.4681; C -0.9150; S -0.1672; C -0.7742


Record 5
DFT (the ωB97M-V functional and the def2-TZVPD basis) results for a single C5H10O2Se molecule in a non-equilibrium geometry.

Cartesian coordinates (Å):
O: 2.265 1.434 -0.198
C: 1.830 0.221 0.384
C: 0.811 -0.479 -0.502
C: -0.403 0.520 -0.752
C: -1.284 0.275 0.447
Se: -3.195 0.489 0.203
C: -0.851 -1.307 0.857
O: 0.272 -1.639 0.034
H: 2.777 1.469 -0.965
H: 2.670 -0.473 0.573
H: 1.300 0.333 1.338
H: 1.236 -0.802 -1.458
H: -1.046 0.161 -1.561
H: -0.017 1.695 -0.844
H: -1.103 0.990 1.263
H: -3.006 0.424 -1.298
H: -0.651 -1.264 1.922
H: -1.605 -2.048 0.556

Results
Total charge: 0
Frontier orbital gap, eV: 9.453
HOMO level, eV: -8.69
Relative energy (zero: lowest compared OMol25 entry of this formula, charge and spin), kJ/mol: 139.9

These are the Mulliken partial charges, in e, on atoms 1 to 8: O -0.5194; C -0.5397; C 0.0199; C -0.6752; C -0.3772; Se -0.0475; C -0.4871; O -0.4620


Record 6
DFT (the ωB97M-V functional and the def2-TZVPD basis) results for a single C5H10O3 molecule in a non-equilibrium geometry.

Cartesian coordinates (Å):
C: 0.558 2.101 -0.833
O: -0.705 1.550 -0.516
C: -0.756 0.238 -0.050
C: -0.065 -0.862 -1.108
O: -0.860 -1.992 -1.286
C: -0.159 0.079 1.341
C: 0.314 -1.336 1.577
O: -0.210 -2.400 1.286
H: 0.450 3.194 -0.802
H: 1.355 1.817 -0.130
H: 0.876 1.816 -1.839
H: -1.810 -0.052 -0.059
H: -0.119 -0.320 -2.054
H: 1.005 -1.084 -0.984
H: -0.816 -2.510 -0.465
H: 0.725 0.723 1.447
H: -0.880 0.365 2.120
H: 1.096 -1.328 2.356

Results
Total charge: 0
Frontier orbital gap, eV: 9.933
HOMO level, eV: -9.43
Relative energy (zero: lowest compared OMol25 entry of this formula, charge and spin), kJ/mol: 230.0

These are the Mulliken partial charges, in e, on atoms 1 to 8: C -0.6857; O -0.4102; C 0.2349; C -0.7505; O -0.5845; C -0.3857; C 0.0242; O -0.5573


Record 7
DFT (the ωB97M-V functional and the def2-TZVPD basis) results for a single C5H10O3 molecule in a non-equilibrium geometry.

Cartesian coordinates (Å):
C: 2.206 -0.408 0.900
C: 0.923 -0.929 0.260
C: 0.368 0.004 -0.783
C: -1.283 -0.006 -0.920
O: -1.559 0.356 -2.231
O: -2.180 0.748 -0.094
C: -1.568 1.118 1.031
O: -0.893 0.504 1.824
H: 2.555 -1.113 1.657
H: 2.994 -0.287 0.153
H: 2.025 0.547 1.388
H: 0.164 -0.967 1.081
H: 1.063 -1.930 -0.152
H: 0.635 1.047 -0.587
H: 0.678 -0.270 -1.790
H: -1.566 -1.060 -0.751
H: -2.490 0.596 -2.328
H: -2.072 2.051 1.344

Results
Total charge: 0
Frontier orbital gap, eV: 10.894
HOMO level, eV: -10.14
Relative energy (zero: lowest compared OMol25 entry of this formula, charge and spin), kJ/mol: 158.4

These are the Mulliken partial charges, in e, on atoms 1 to 8: C -1.3311; C -0.0660; C -0.9288; C 0.1170; O -0.5174; O -0.3006; C 0.0946; O -0.4760


Record 8
DFT (the ωB97M-V functional and the def2-TZVPD basis) results for 2 unconnected molecules or ions with the total composition C5H10O3 in a non-equilibrium geometry.

Cartesian coordinates (Å):
C: -1.905 -0.039 -1.598
C: -1.175 -0.674 -0.688
C: -1.594 -0.942 0.717
O: 0.170 -0.906 -0.956
H: -2.921 0.241 -1.398
H: -1.500 0.195 -2.561
H: -1.415 -1.990 0.973
H: -0.928 -0.339 1.416
H: -2.646 -0.728 0.846
H: 0.488 -1.631 -0.404
C: 1.582 1.627 -0.120
C: 1.890 0.304 0.507
O: 2.774 -0.448 0.219
O: 1.138 0.131 1.692
H: 1.574 1.513 -1.197
H: 2.372 2.326 0.146
H: 0.622 1.995 0.225
H: 1.473 -0.637 2.181

Results
Total charge: 0
Frontier orbital gap, eV: 9.631
HOMO level, eV: -9.00
Relative energy (zero: lowest compared OMol25 entry of this formula, charge and spin), kJ/mol: 89.2

These are the Mulliken partial charges, in e, on atoms 1 to 8: C -0.9561; C 0.7941; C -1.1097; O -0.5680; H 0.2612; H 0.2936; H 0.3268; H 0.2347


Record 9
DFT (the ωB97M-V functional and the def2-TZVPD basis) results for 2 unconnected molecules or ions with the total composition C5H10O3 in a non-equilibrium geometry.

Cartesian coordinates (Å):
C: -2.745 -0.367 -0.753
C: -1.344 -0.683 -0.320
O: -0.537 -1.283 -0.978
C: -0.986 -0.146 1.080
O: -1.109 -0.795 2.086
O: -0.929 1.199 1.069
H: -3.444 -0.732 0.003
H: -2.956 -0.818 -1.722
H: -2.857 0.718 -0.822
H: -0.841 1.543 1.973
C: 2.200 0.833 -0.575
C: 2.259 -0.492 0.160
H: 2.361 1.657 0.112
H: 1.221 0.981 -1.019
H: 2.953 0.867 -1.355
H: 3.226 -0.634 0.636
H: 2.106 -1.324 -0.522
H: 1.422 -0.523 0.946

Results
Total charge: 0
Frontier orbital gap, eV: 10.627
HOMO level, eV: -10.08
Relative energy (zero: lowest compared OMol25 entry of this formula, charge and spin), kJ/mol: 83.8

These are the Mulliken partial charges, in e, on atoms 1 to 8: C -1.1987; C 0.8276; O -0.4793; C 0.4107; O -0.5176; O -0.4115; H 0.3518; H 0.3222


Record 10
DFT (the ωB97M-V functional and the def2-TZVPD basis) results for a molecular structure, C5H10O3 in a non-equilibrium geometry.

Cartesian coordinates (Å):
C: -0.213 -0.298 -0.459
C: 0.466 0.843 0.145
C: -0.777 -1.424 0.311
C: 1.759 -0.025 -0.448
C: 2.545 -0.792 0.303
O: -2.056 1.296 -0.824
O: -2.597 1.208 0.522
O: 0.273 2.025 -0.386
H: -3.378 1.772 0.445
H: -1.136 1.827 -0.681
H: -0.364 -0.258 -1.531
H: 0.535 0.772 1.243
H: 2.040 0.301 -1.441
H: -0.708 -2.377 -0.213
H: -1.835 -1.165 0.446
H: -0.339 -1.501 1.306
H: 3.513 -1.124 -0.051
H: 2.271 -1.079 1.312

Results
Total charge: 0
Frontier orbital gap, eV: 8.080
HOMO level, eV: -8.78
Relative energy (zero: lowest compared OMol25 entry of this formula, charge and spin), kJ/mol: 674.0

These are the Mulliken partial charges, in e, on atoms 1 to 8: C 0.0975; C 0.4976; C -1.2176; C -0.3493; C -0.6897; O -0.4808; O -0.3553; O -0.8026


Record 11
DFT (the ωB97M-V functional and the def2-TZVPD basis) results for a single C5H10O3 molecule in a non-equilibrium geometry.

Cartesian coordinates (Å):
O: 2.282 -0.191 0.971
C: 2.249 0.146 -0.438
C: 0.663 0.404 -0.647
O: 0.450 -1.039 -0.421
C: -0.879 -1.231 0.274
C: -1.913 -0.208 0.016
C: -1.090 1.211 0.244
O: 0.221 1.107 0.298
H: 1.352 -0.599 1.511
H: 2.996 0.976 -0.557
H: 2.496 -0.784 -1.085
H: 0.459 0.714 -1.602
H: -0.571 -1.453 1.282
H: -1.324 -2.112 -0.055
H: -1.966 -0.276 -0.966
H: -2.879 -0.321 0.579
H: -1.284 1.870 -0.635
H: -1.261 1.787 1.231

Results
Total charge: 0
Frontier orbital gap, eV: 10.175
HOMO level, eV: -9.31
Relative energy (zero: lowest compared OMol25 entry of this formula, charge and spin), kJ/mol: 510.8

These are the Mulliken partial charges, in e, on atoms 1 to 8: O -0.5604; C -0.2488; C -0.2978; O -0.3950; C -0.5160; C -0.6257; C -0.5226; O -0.2746


Record 12
DFT (the ωB97M-V functional and the def2-TZVPD basis) results for 2 unconnected molecules or ions with the total composition C5H10O3 in a non-equilibrium geometry.

Cartesian coordinates (Å):
C: -1.479 -1.089 0.950
C: -1.331 0.235 0.825
C: -2.255 1.088 0.017
O: -0.272 0.898 1.407
H: -0.782 -1.692 1.523
H: -2.301 -1.607 0.468
H: -1.924 2.132 0.009
H: -3.269 1.059 0.427
H: -2.283 0.743 -1.022
H: 0.378 0.224 1.678
C: 1.115 -0.475 -1.666
C: 2.019 -0.248 -0.717
O: 2.878 0.806 -0.808
O: 2.106 -1.050 0.385
H: 1.037 0.180 -2.525
H: 0.420 -1.303 -1.591
H: 2.881 1.217 0.073
H: 3.061 -1.118 0.565

Results
Total charge: 0
Frontier orbital gap, eV: 8.985
HOMO level, eV: -8.59
Relative energy (zero: lowest compared OMol25 entry of this formula, charge and spin), kJ/mol: 198.1

These are the Mulliken partial charges, in e, on atoms 1 to 8: C -0.9655; C 0.9311; C -1.2155; O -0.5452; H 0.2536; H 0.2723; H 0.3277; H 0.3293


Record 13
DFT (the ωB97M-V functional and the def2-TZVPD basis) results for a molecular structure, C5H10O3Sm in a non-equilibrium geometry.

Cartesian coordinates (Å):
O: -1.748 -1.548 0.165
C: -2.866 -2.085 -0.278
C: -3.336 -2.016 -1.541
O: 0.581 1.488 -1.596
C: 1.896 1.930 -1.514
C: 2.315 2.158 -0.065
O: 1.888 1.010 0.681
C: 2.268 1.010 2.047
Sm: -0.178 0.133 -0.204
H: -3.451 -2.664 0.458
H: -4.285 -2.492 -1.790
H: -2.753 -1.567 -2.349
H: 2.052 2.886 -2.051
H: 2.600 1.199 -1.963
H: 1.818 3.048 0.359
H: 3.405 2.272 0.035
H: 1.812 0.132 2.517
H: 3.362 0.949 2.131
H: 1.911 1.925 2.544

Results
Total charge: +1
Frontier orbital gap (alpha / beta), eV: 5.262 / 6.161
Multiplicity: 6
HOMO level (alpha / beta), eV: -11.18 / -11.21
Relative energy (zero: lowest compared OMol25 entry of this formula, charge and spin), kJ/mol: 0.0
Expectation value of S²: 8.77

These are the Mulliken partial charges, in e, on atoms 1 to 8: O -0.7065; C 0.2841; C -0.7931; O -0.6536; C -0.4353; C -0.3891; O -0.3442; C -0.6997


Record 14
DFT (the ωB97M-V functional and the def2-TZVPD basis) results for 2 unconnected molecules or ions with the total composition C5H10O4 in a non-equilibrium geometry.

Cartesian coordinates (Å):
C: 3.083 -0.937 0.936
C: 1.941 -1.464 0.118
C: 0.908 -0.737 -0.304
O: -0.134 -1.262 -0.970
O: 0.764 0.614 -0.083
H: 3.480 -1.723 1.573
H: 3.903 -0.583 0.308
H: 2.782 -0.116 1.588
H: 1.953 -2.504 -0.164
H: -0.652 -0.544 -1.386
H: 1.591 0.970 0.258
C: -2.470 0.678 0.714
O: -3.374 1.205 -0.204
C: -2.477 1.520 -1.291
O: -1.870 0.725 -1.954
H: -1.458 1.126 0.283
H: -2.318 -0.395 0.551
H: -2.725 0.994 1.728
H: -2.929 2.433 -1.702

Results
Total charge: 0
Frontier orbital gap, eV: 8.224
HOMO level, eV: -8.11
Relative energy (zero: lowest compared OMol25 entry of this formula, charge and spin), kJ/mol: 302.3

These are the Mulliken partial charges, in e, on atoms 1 to 8: C -1.2649; C -0.0760; C 0.3572; O -0.5217; O -0.5053; H 0.3341; H 0.2771; H 0.3787


no.,energy (eV)
1,-9435.566
2,-9431.108
3,-18730.318
4,-20273.027
5,-74786.332
6,-11487.803
7,-11488.545
8,-11489.262
9,-11489.318
10,-11483.201
11,-11484.893
12,-11488.134
13,-29386.177
14,-13534.760